[1]
Molecular formula: C15H25FINbO7P
Method: DFT, wB97M-V/def2-TZVPD

Summary:
- total charge = -1
- multiplicity = 1
- Kohn-Sham gap (eV) = 5.2483

Each line ends with the Mulliken charge.
Element x y z (Å)
C1 -3.2659 -3.9813 -2.0823  -1.291
C2 -3.3873 -3.4138 -0.6333  0.546
C3 -4.5794 -3.7154 0.1403  -0.726
C4 -4.6663 -3.1718 1.5033  -0.526
C5 -3.5645 -2.3942 2.0387  -0.791
C6 -2.3354 -2.0743 1.2641  1.237
C7 -1.2814 -1.1976 1.9632  -1.210
Nb1 0.7598 -2.0711 2.3558  -0.772
I1 1.5781 0.4405 3.3756  -0.265
C8 1.5501 -1.5978 0.2201  -1.002
C9 1.1863 -0.1827 -0.2736  0.735
O1 1.9686 0.7301 -0.1027  -0.568
O2 0.0235 0.1393 -0.9603  -0.502
C10 0.2397 -4.1688 1.7109  -0.298
C11 -0.5343 -5.0101 2.7841  0.400
O3 -0.0730 -6.0311 3.1982  -0.560
F1 -1.7799 -4.6505 3.2597  -0.187
C12 -2.2961 -2.5933 -0.0977  0.176
H1 -2.2075 -4.2663 -2.3451  0.307
H2 -3.9008 -4.9057 -2.1952  0.349
H3 -3.6178 -3.2191 -2.8223  0.277
H4 -5.4226 -4.3255 -0.2607  0.303
H5 -5.5613 -3.3518 2.1420  0.318
H6 -3.6483 -1.9863 3.0775  0.256
H7 -1.1458 -0.2466 1.3613  0.427
H8 -1.7096 -0.8487 2.9508  0.454
H9 2.4284 -2.6749 2.7574  0.078
H10 0.2753 -2.4942 4.0765  0.111
H11 1.3022 -2.4146 -0.5128  0.341
H12 2.6725 -1.6091 0.3308  0.407
H13 -0.5431 -0.6419 -1.0901  0.295
H14 -0.2572 -4.2668 0.7129  0.184
H15 1.2207 -4.7190 1.6081  0.423
H16 -1.4099 -2.3861 -0.7392  0.004
C13 1.8664 6.5750 0.0361  -0.779
O4 1.0524 6.0149 -1.0081  -0.327
P1 1.8880 5.8153 -2.4852  1.026
O5 0.6372 5.8240 -3.3174  -0.671
O6 2.3081 4.2719 -2.0937  -0.248
C14 1.7901 3.5460 -0.9793  -0.470
O7 2.9394 5.7752 -3.8175  -0.336
C15 4.2913 5.4006 -3.5344  -0.587
H17 1.3190 6.5414 0.9727  0.252
H18 2.8070 6.0200 0.1416  0.367
H19 2.1235 7.6124 -0.2120  0.296
H20 0.6980 3.5415 -0.9683  0.258
H21 2.1651 3.9492 -0.0350  0.194
H22 2.1417 2.5179 -1.0178  0.311
H23 4.3470 4.3671 -3.1852  0.250
H24 4.7200 6.0549 -2.7685  0.262
H25 4.8879 5.4731 -4.4443  0.270

---

[2]
Molecular formula: C4H8S
Method: DFT, wB97M-V/def2-TZVPD

Summary:
- total charge = 0
- multiplicity = 1
- Kohn-Sham gap (eV) = 9.4099
- energy relative to the best compared isomer or geometry (same formula, charge and spin) (kcal per mole) = 26.3
- SMILES string = C=C(C)SC

Each line ends with the Mulliken charge.
Element x y z (Å)
C1 0.9299 1.8300 0.1607  -0.703
C2 0.2075 0.8123 -0.2216  0.447
C3 -1.3390 0.6453 -0.1653  -1.048
S1 0.9641 -0.5719 -0.7917  -0.140
C4 0.4399 -1.9970 0.1702  -0.862
H1 0.4875 2.7807 0.1869  0.272
H2 2.0621 1.8580 0.3172  0.247
H3 -1.8042 0.1751 -1.0919  0.264
H4 -1.7947 1.6463 0.1473  0.332
H5 -1.4567 -0.0579 0.7050  0.282
H6 1.0711 -2.6383 -0.4761  0.263
H7 0.8127 -2.2386 1.1979  0.311
H8 -0.5802 -2.2438 -0.1386  0.335

---

[3]
Molecular formula: C2H3IN2
Method: DFT, wB97M-V/def2-TZVPD

Summary:
- total charge = 0
- multiplicity = 1
- Kohn-Sham gap (eV) = 9.2159
- energy relative to the best compared isomer or geometry (same formula, charge and spin) (kcal per mole) = 31.0
- SMILES string = CC1(I)N=N1

Each line ends with the Mulliken charge.
Element x y z (Å)
C1 -0.2217 0.0967 -0.0918  -1.249
C2 -1.4758 -0.0504 -0.8637  0.462
I1 -2.7043 1.6300 -0.9365  0.072
N1 -1.9142 -1.3321 -1.4314  -0.174
N2 -1.3526 -0.7871 -2.3709  -0.216
H1 0.2572 0.9991 -0.2491  0.358
H2 0.3492 -0.7358 -0.3602  0.376
H3 -0.3731 0.0212 0.9172  0.371

---

[4]
Molecular formula: C16H32ClLiO8
Method: DFT, wB97M-V/def2-TZVPD

Summary:
- total charge = +1
- multiplicity = 2
- Kohn-Sham gap (spin up / spin down) (eV) = 10.5529 / 3.9461
- energy relative to the best compared isomer or geometry (same formula, charge and spin) (kcal per mole) = 27.8

Each line ends with the Löwdin spin population.
Element x y z (Å)
Li1 0.0475 0.0928 0.6259  0.000
Cl1 0.3188 -1.2874 3.8616  -0.081
O1 0.0747 -0.0001 3.2764  -0.034
O2 -0.7225 -2.2041 3.4191  0.360
O3 1.5591 -1.8491 3.3771  0.359
O4 0.3656 -1.1745 5.3508  0.389
C1 -4.4027 0.0514 0.5242  0.000
C2 -3.9091 1.2719 -0.1493  0.000
C3 -2.4182 1.3712 0.3738  0.000
O5 -1.9841 0.0419 0.4431  0.000
C4 -3.0487 -0.8185 0.6584  0.000
H1 -5.1670 -0.5466 0.0280  0.000
H2 -4.7651 0.2788 1.5267  0.000
H3 -4.4620 2.1790 0.0946  0.000
H4 -4.0413 1.1392 -1.2231  0.000
H5 -2.2406 1.8511 1.3362  0.000
H6 -1.8093 2.0270 -0.2486  0.000
H7 -3.0466 -1.2272 1.6688  0.000
H8 -3.0743 -1.6285 -0.0707  0.000
C5 2.5211 -2.9155 -0.2766  0.000
C6 1.3392 -3.7703 0.1503  0.001
C7 0.0719 -2.9071 0.0997  0.002
O6 0.6221 -1.6018 -0.1411  0.005
C8 1.8818 -1.7467 -0.9154  0.000
H9 3.3677 -3.3698 -0.7914  0.000
H10 3.0249 -2.5207 0.6057  0.000
H11 1.4521 -3.9976 1.2103  0.000
H12 1.1874 -4.6841 -0.4241  0.000
H13 -0.4852 -3.0329 1.0281  0.000
H14 -0.5920 -3.1869 -0.7183  0.001
H15 2.5148 -0.8663 -0.8052  0.000
H16 1.7181 -1.9089 -1.9808  0.000
C9 2.6334 3.0724 1.1980  0.000
C10 3.6095 1.9630 1.2269  0.000
C11 2.9299 0.7287 1.5366  0.000
O7 1.6722 1.0407 0.8532  0.000
C12 1.2844 2.3431 1.1915  0.000
H17 2.7288 3.6233 0.2623  0.000
H18 2.7941 3.6540 2.1057  0.000
H19 4.5748 2.1120 1.7107  0.000
H20 3.8153 1.7277 0.1827  0.000
H21 2.8258 0.6174 2.6159  0.000
H22 3.4940 -0.0902 1.0902  0.000
H23 0.6809 2.4517 2.0927  0.000
H24 0.6468 2.8651 0.4779  0.000
C13 -0.6641 1.9124 -3.1528  0.000
C14 -1.7342 0.8935 -3.4012  0.000
C15 -1.1754 -0.3828 -2.8730  0.000
O8 -0.2016 -0.0175 -1.9142  0.000
C16 0.5085 1.1109 -2.4240  0.000
H25 -1.0543 2.6189 -2.4202  0.000
H26 -0.3914 2.4287 -4.0732  0.000
H27 -1.8416 0.7519 -4.4766  0.000
H28 -2.7098 1.0985 -2.9603  0.000
H29 -0.7036 -0.9777 -3.6551  0.000
H30 -1.9629 -0.9480 -2.3746  0.000
H31 1.2724 0.7859 -3.1304  0.000
H32 1.0700 1.5566 -1.6029  0.000